[1]
Computed, not measured: a structure of composition C42H53ClF4N7OPtSeSi3 in a non-equilibrium geometry, with ωB97M-V/def2-TZVPD.

ORCA input file:
```
! RIJCOSX wB97M-V def2-TZVPD def2/J DEFGRID3
* xyz 1 1
Pt -0.26 -0.71 -0.83
C 3.97 0.35 -0.65
O 2.74 -0.33 -0.49
Si 2.62 -1.88 0.13
C 3.14 -1.83 1.92
C 3.92 -2.87 -0.75
C 0.83 -2.37 -0.18
Si 0.20 -3.48 1.18
C -0.08 -2.54 2.79
C 1.45 -4.85 1.42
C -1.39 -4.39 0.81
Si 0.59 -2.98 -1.94
C 1.00 -1.31 -2.80
C 1.65 -4.43 -2.45
C -1.13 -3.40 -2.54
H 4.48 0.02 -1.56
H 4.65 0.20 0.20
H 3.76 1.41 -0.73
H 3.88 -1.03 2.03
H 3.62 -2.76 2.23
H 2.33 -1.62 2.61
H 4.89 -2.44 -0.48
H 3.82 -2.82 -1.84
H 3.94 -3.92 -0.46
H 0.51 -2.98 3.60
H -1.13 -2.59 3.08
H 0.20 -1.49 2.71
H 1.36 -5.27 2.43
H 2.48 -4.53 1.30
H 1.26 -5.65 0.71
H -2.27 -3.74 0.73
H -1.58 -5.08 1.64
H -1.32 -4.99 -0.09
H 2.06 -1.21 -3.05
H 0.95 -0.36 -2.13
H 0.37 -1.12 -3.66
H 2.37 -4.17 -3.23
H 1.02 -5.23 -2.83
H 2.22 -4.83 -1.60
H -1.74 -2.51 -2.68
H -1.67 -4.10 -1.90
H -1.03 -3.89 -3.52
F -4.77 4.87 -3.07
C -4.25 4.74 -1.86
C -4.54 5.64 -0.92
F -5.35 6.64 -1.24
C -4.00 5.58 0.43
C -3.08 4.47 0.67
C -2.80 3.56 -0.26
F -1.94 2.58 0.02
C -3.37 3.60 -1.60
C -3.10 2.65 -2.53
C -2.26 1.51 -2.23
N -1.52 0.68 -1.95
C -3.52 2.72 -3.91
N -3.77 2.71 -5.03
F -2.49 4.37 1.86
C -4.32 6.48 1.39
C -3.78 6.43 2.73
N -3.34 6.41 3.79
C -5.25 7.57 1.19
N -5.98 8.45 1.11
Cl -5.50 -1.98 0.42
C -4.06 -1.20 0.96
C -4.05 -0.44 2.12
C -2.86 0.15 2.49
C -1.73 -0.02 1.70
N -1.76 -0.75 0.58
C -2.91 -1.34 0.22
H -4.95 -0.32 2.70
H -2.78 0.74 3.39
H -0.78 0.44 1.94
H -2.90 -1.94 -0.68
C 2.05 6.00 2.12
C 1.37 5.59 3.42
C 0.92 4.12 3.47
C -0.43 3.85 2.81
N -0.50 4.26 1.41
C 0.02 3.57 0.37
Se 0.88 1.93 0.43
N -0.26 4.27 -0.75
C 0.15 3.88 -2.10
C 1.61 4.19 -2.39
C 1.96 5.68 -2.32
C 1.49 6.47 -3.54
C -1.00 5.42 -0.43
C -1.53 6.43 -1.21
C -2.22 7.44 -0.55
C -2.37 7.43 0.84
C -1.83 6.41 1.62
C -1.15 5.40 0.95
H 2.52 6.99 2.21
H 1.36 6.06 1.28
H 2.84 5.29 1.85
H 0.52 6.25 3.63
H 2.08 5.75 4.24
H 0.83 3.79 4.50
H 1.68 3.49 3.00
H -1.21 4.40 3.33
H -0.67 2.79 2.86
H -0.50 4.42 -2.79
H -0.05 2.81 -2.21
H 1.83 3.81 -3.39
H 2.22 3.61 -1.69
H 3.04 5.78 -2.21
H 1.53 6.11 -1.41
H 1.98 6.10 -4.44
H 1.72 7.53 -3.44
H 0.41 6.39 -3.69
H -1.41 6.45 -2.28
H -2.64 8.25 -1.12
H -2.90 8.24 1.33
H -1.94 6.41 2.69
*
```

Properties
* E: -172499.5927 eV
* orbital gap (spin up / spin down): 4.5 / 4.6 eV
* relative energy (zero: lowest compared OMol25 entry of this formula, charge and spin): 167.1 kcal per mole

=====

[2]
Computed, not measured: a cluster of 10 separate species, C26H75N3O17 in total in a non-equilibrium geometry, with ωB97M-V/def2-TZVPD.

ORCA input file:
```
! RIJCOSX wB97M-V def2-TZVPD def2/J DEFGRID3
* xyz -1 2
C -6.48 0.54 0.24
C -5.04 1.13 0.51
C -4.38 1.53 -0.84
O -4.09 0.32 -1.45
C -3.35 0.33 -2.66
N -5.14 2.24 1.43
H -6.90 0.50 1.25
H -6.49 -0.38 -0.34
H -7.06 1.26 -0.34
H -4.46 0.31 0.93
H -3.45 2.10 -0.79
H -5.05 2.14 -1.45
H -2.37 0.74 -2.41
H -3.70 0.95 -3.49
H -3.20 -0.63 -3.15
H -5.54 1.87 2.28
H -4.15 2.40 1.57
C 7.76 -1.20 1.61
C 6.46 -2.08 1.42
C 5.18 -1.36 1.53
O 4.04 -2.17 1.31
C 2.81 -1.51 1.50
N 6.69 -2.54 0.07
H 7.70 -0.32 0.98
H 8.74 -1.66 1.46
H 7.70 -0.82 2.63
H 6.58 -3.03 1.95
H 5.17 -0.56 0.79
H 5.20 -0.80 2.47
H 2.99 -0.59 0.94
H 2.52 -1.27 2.52
H 2.15 -2.25 1.04
H 6.01 -3.27 -0.11
H 7.57 -3.03 0.06
C -1.18 -4.69 -5.40
C -2.54 -4.38 -4.71
C -2.71 -4.59 -3.19
O -1.89 -3.59 -2.57
C -2.29 -3.48 -1.19
N -2.94 -3.03 -5.04
H -0.74 -5.62 -5.05
H -0.41 -3.96 -5.16
H -1.38 -4.62 -6.47
H -3.22 -5.16 -5.04
H -2.40 -5.61 -2.94
H -3.77 -4.55 -2.93
H -3.37 -3.55 -1.02
H -2.03 -2.48 -0.86
H -1.69 -4.18 -0.60
H -2.39 -2.36 -4.51
H -2.65 -2.75 -5.97
C -1.08 0.35 0.63
C -0.32 1.41 -0.10
O 0.62 0.61 -0.88
O -0.10 -0.32 1.49
H -1.80 -0.27 0.09
H -1.82 0.87 1.25
H 0.17 2.10 0.58
H -0.90 1.90 -0.89
H 1.04 1.11 -1.59
H 0.66 -0.40 0.91
C 0.06 0.57 -4.57
C 0.32 -0.87 -4.12
O -0.89 -1.21 -3.48
O 1.15 1.16 -5.31
H -0.28 1.32 -3.87
H -0.83 0.48 -5.19
H 1.01 -0.95 -3.28
H 0.61 -1.60 -4.88
H -0.58 -1.61 -2.67
H 0.86 1.80 -5.96
C -1.91 2.71 3.92
C -0.54 3.31 4.05
O 0.38 2.57 3.28
O -2.45 2.80 2.66
H -2.54 3.04 4.75
H -1.87 1.64 4.12
H -0.28 3.42 5.11
H -0.84 4.26 3.60
H -0.07 2.02 2.63
H -2.38 3.69 2.31
C 0.69 -2.30 5.97
C 0.27 -0.99 5.34
O -0.50 -1.12 4.14
O -0.37 -3.08 6.64
H 1.31 -2.08 6.84
H 1.30 -2.85 5.26
H 1.18 -0.40 5.24
H -0.55 -0.48 5.84
H -0.21 -0.44 3.53
H -0.75 -3.63 5.95
C 2.28 5.63 0.05
C 2.45 6.68 1.03
O 3.73 7.10 1.28
O 1.99 4.38 0.63
H 3.16 5.63 -0.60
H 1.50 5.81 -0.69
H 2.05 6.55 2.03
H 1.95 7.57 0.65
H 3.71 7.40 2.19
H 1.06 4.45 0.82
C -0.31 -4.95 3.37
C 0.42 -4.11 2.35
O -0.51 -3.44 1.54
O 0.67 -5.60 4.18
H -1.02 -5.65 2.93
H -0.87 -4.27 4.00
H 1.09 -4.67 1.70
H 1.11 -3.43 2.85
H -0.41 -2.53 1.84
H 0.26 -5.80 5.02
C 0.24 4.17 -3.57
C 1.82 4.14 -3.68
O 2.45 5.41 -3.64
O -0.60 4.44 -4.70
H 0.19 5.00 -2.86
H 0.03 3.38 -2.85
H 1.93 3.54 -4.58
H 2.22 3.58 -2.84
H 3.39 5.33 -3.79
H -0.56 5.38 -4.89
*
```

Properties
* E: -67446.0023 eV
* orbital gap (spin up / spin down): 2.0 / 9.1 eV
* relative energy (zero: lowest compared OMol25 entry of this formula, charge and spin): 86.1 kcal per mole

=====

[3]
Computed, not measured: the molecule C2H4ClNO in a non-equilibrium geometry, with ωB97M-V/def2-TZVPD.

ORCA input file:
```
! RIJCOSX wB97M-V def2-TZVPD def2/J DEFGRID3
* xyz 0 1
C -1.89 0.22 -0.11
C 0.32 -0.25 0.42
N -1.15 -0.52 0.56
O 0.92 -1.19 -0.37
Cl -3.52 -0.16 -0.21
H -1.64 1.01 -0.87
H 0.49 0.76 0.03
H 0.61 -0.38 1.44
H 0.12 -1.39 -0.87
*
```

Properties
* E: -18197.5492 eV
* orbital gap: 11.4 eV
* SMILES string: OC/N=C/Cl
* relative energy (zero: lowest compared OMol25 entry of this formula, charge and spin): 35.5 kcal per mole

=====

[4]
Computed, not measured: a structure of composition C28H32BIrN10O2, with ωB97M-V/def2-TZVPD.

ORCA input file:
```
! RIJCOSX wB97M-V def2-TZVPD def2/J DEFGRID3
* xyz 1 2
Ir 0.63 -0.32 0.31
C 4.78 -0.70 1.55
C 3.29 -0.74 1.65
O 2.65 -0.69 0.58
C 2.72 -0.87 2.96
C 1.43 -1.19 3.22
C 0.99 -1.61 4.59
N 0.51 -1.22 2.19
N -0.24 -2.32 2.25
C -0.57 -2.76 1.03
O -0.12 -2.19 -0.02
C -1.44 -3.93 0.90
C -1.84 -4.65 2.02
C -2.68 -5.75 1.87
C -3.11 -6.12 0.61
C -2.72 -5.40 -0.51
C -1.88 -4.31 -0.37
H 5.09 -0.58 0.51
H 5.22 -1.61 1.96
H 5.16 0.14 2.14
H 3.42 -0.86 3.79
H 1.78 -1.46 5.31
H 0.70 -2.66 4.57
H 0.11 -1.04 4.89
H -1.49 -4.36 3.00
H -2.99 -6.31 2.74
H -3.77 -6.98 0.49
H -3.06 -5.69 -1.50
H -1.57 -3.73 -1.23
C 1.83 2.30 2.76
C 1.60 2.57 1.32
C 1.74 3.82 0.71
C 1.20 3.67 -0.54
N 0.78 2.41 -0.69
N 1.05 1.71 0.45
B -0.15 1.87 -1.82
N 0.64 0.76 -2.54
C 1.05 0.47 -3.78
C 1.73 -0.72 -3.76
C 1.70 -1.14 -2.43
C 2.30 -2.40 -1.90
N 1.04 -0.22 -1.70
N -1.38 1.18 -1.15
C -2.67 1.44 -1.36
C -3.41 0.80 -0.40
C -2.49 0.13 0.41
C -2.79 -0.57 1.69
N -1.26 0.36 -0.07
N -0.62 3.03 -2.66
C -0.47 3.39 -3.97
C -1.10 4.58 -4.16
C -1.64 4.91 -2.89
C -2.43 6.11 -2.51
N -1.34 3.98 -2.00
H 2.69 2.87 3.12
H 2.00 1.25 2.97
H 0.96 2.62 3.33
H 2.15 4.71 1.15
H 1.05 4.39 -1.33
H 0.84 1.11 -4.61
H 2.18 -1.24 -4.59
H 2.75 -2.95 -2.72
H 1.54 -3.03 -1.44
H 3.07 -2.20 -1.16
H -2.97 2.11 -2.15
H -4.48 0.82 -0.27
H -3.87 -0.61 1.81
H -2.39 0.00 2.53
H -2.41 -1.58 1.75
H 0.08 2.80 -4.68
H -1.18 5.14 -5.07
H -2.58 6.76 -3.36
H -1.93 6.68 -1.73
H -3.41 5.82 -2.12
*
```

Properties
* E: -52064.8291 eV
* orbital gap (spin up / spin down): 7.8 / 6.8 eV

=====

[5]
Computed, not measured: a structure of composition C44H42Cl3F6N3O9S5Sm in a non-equilibrium geometry, with ωB97M-V/def2-TZVPD.

ORCA input file:
```
! RIJCOSX wB97M-V def2-TZVPD def2/J DEFGRID3
* xyz 1 6
Sm -0.73 -0.15 0.68
O -0.29 2.10 0.40
S -0.06 3.58 0.85
C -1.75 4.18 0.96
C -2.37 3.64 2.26
C -3.90 3.34 2.26
C -4.55 2.88 0.93
S -4.24 1.14 0.43
O -2.73 0.97 0.37
C -4.74 1.47 -1.27
C -6.08 1.33 -1.64
C -6.51 1.83 -2.86
C -5.59 2.43 -3.75
C -4.27 2.49 -3.40
C -3.82 2.02 -2.15
C 0.48 4.55 -0.59
C 0.69 3.89 -1.79
C 0.90 4.68 -2.92
C 0.89 6.06 -2.83
C 0.84 6.68 -1.55
C 0.64 5.90 -0.42
H -2.30 3.82 0.07
H -1.80 5.30 1.02
H -2.25 4.46 2.99
H -1.80 2.76 2.60
H -4.42 4.26 2.57
H -4.18 2.61 3.08
H -4.24 3.55 0.06
H -5.65 3.01 0.98
H -6.76 0.89 -0.93
H -7.59 1.83 -3.12
H -5.88 2.84 -4.71
H -3.58 2.91 -4.11
H -2.78 2.03 -1.77
H 0.61 2.78 -1.85
H 1.15 4.28 -3.88
H 0.97 6.66 -3.71
H 0.93 7.75 -1.50
H 0.66 6.33 0.59
F -1.54 -0.85 -3.86
C -1.03 -1.97 -3.31
F -1.06 -3.01 -4.15
F 0.25 -1.75 -2.92
S -2.12 -2.29 -1.82
O -1.96 -1.02 -1.11
O -3.44 -2.53 -2.24
N -1.57 -3.53 -1.02
S -0.70 -3.27 0.27
O -1.40 -3.11 1.49
O 0.37 -2.26 0.09
C 0.08 -5.05 0.36
F -0.87 -6.00 0.33
F 0.92 -5.31 -0.71
F 0.76 -5.16 1.47
Cl 4.67 -6.18 1.05
C 4.77 -4.96 -0.09
C 3.74 -4.85 -1.01
C 3.61 -3.77 -1.88
C 4.72 -2.86 -1.98
C 4.64 -1.70 -2.93
C 4.66 -0.36 -2.22
N 3.70 -0.15 -1.10
C 3.93 0.51 0.13
C 2.72 0.63 0.76
N 1.73 0.09 -0.02
C 2.34 -0.48 -1.06
O 3.55 -1.78 -3.84
C 3.73 -2.55 -5.04
C 2.55 -2.42 -5.91
C 2.25 -3.21 -7.01
Cl 3.15 -4.54 -7.59
S 0.67 -2.80 -7.76
C 0.51 -1.47 -6.68
C 1.58 -1.33 -5.80
C 5.88 -3.11 -1.19
Cl 7.35 -2.23 -1.29
C 5.89 -4.13 -0.23
H 2.98 -5.60 -0.99
H 2.73 -3.71 -2.51
H 5.57 -1.69 -3.57
H 4.49 0.47 -2.97
H 5.66 -0.18 -1.77
H 4.88 0.95 0.35
H 2.41 1.08 1.69
H 1.80 -1.00 -1.92
H 3.86 -3.63 -4.84
H 4.68 -2.27 -5.54
H -0.46 -0.96 -6.67
H 1.74 -0.51 -5.12
H 6.81 -4.20 0.34
C -1.33 -0.29 9.32
C -1.10 -0.44 7.83
C 0.09 0.02 7.28
C 0.30 -0.05 5.88
C 1.54 0.57 5.34
C -0.69 -0.57 5.01
C -1.88 -1.07 5.59
C -2.92 -1.77 4.77
C -2.06 -1.01 7.00
C -0.58 -0.38 3.52
O -1.63 -0.02 2.80
O 0.52 -0.46 2.90
H -2.34 0.13 9.53
H -0.61 0.40 9.79
H -1.26 -1.28 9.88
H 0.92 0.33 7.91
H 2.14 0.90 6.23
H 1.37 1.39 4.60
H 2.07 -0.17 4.73
H -2.69 -2.87 4.67
H -3.04 -1.31 3.79
H -3.87 -1.73 5.27
H -3.01 -1.41 7.39
*
```

Properties
* E: -195155.7062 eV
* orbital gap (spin up / spin down): 7.6 / 8.5 eV
* relative energy (zero: lowest compared OMol25 entry of this formula, charge and spin): 0.0 kcal per mole

=====

[6]
Computed, not measured: a cluster of 2 separate species, C2H7O2 in total, with ωB97M-V/def2-TZVPD.

ORCA input file:
```
! RIJCOSX wB97M-V def2-TZVPD def2/J DEFGRID3
* xyz 1 1
O -1.29 -0.25 -1.30
H -1.43 0.40 -2.01
H -0.89 -0.32 1.28
H -2.14 -0.70 -1.19
C 0.17 -0.10 1.38
C 0.68 0.34 0.10
O 1.49 -0.42 -0.51
H 0.27 0.71 2.09
H 0.76 -0.95 1.73
H 0.47 1.34 -0.27
H 1.91 -0.04 -1.30
*
```

Properties
* E: -6274.5084 eV
* orbital gap: 11.2 eV
* relative energy (zero: lowest compared OMol25 entry of this formula, charge and spin): 10.6 kcal per mole

=====

[7]
Computed, not measured: a structure of composition C23H20CaNS3, with ωB97M-V/def2-TZVPD.

ORCA input file:
```
! RIJCOSX wB97M-V def2-TZVPD def2/J DEFGRID3
* xyz -1 1
Ca -0.46 1.70 1.18
C 2.26 -3.04 -4.03
C 2.03 -2.04 -2.90
C 2.42 -2.71 -1.58
C 2.94 -0.83 -3.14
C 0.58 -1.59 -2.81
C -0.42 -2.08 -3.66
C -1.75 -1.70 -3.55
C -2.09 -0.79 -2.55
S -3.63 -0.14 -2.09
C -2.85 0.77 -0.81
N -1.56 0.62 -0.76
C -1.10 -0.27 -1.71
C 0.22 -0.67 -1.84
C -3.63 1.63 0.11
C -5.02 1.69 -0.04
C -5.76 2.48 0.83
C -5.09 3.19 1.82
C -3.71 3.10 1.95
C -2.90 2.32 1.11
H 3.31 -3.33 -4.05
H 2.02 -2.62 -5.01
H 1.67 -3.95 -3.90
H 3.46 -3.05 -1.62
H 1.79 -3.59 -1.38
H 2.32 -2.04 -0.73
H 3.98 -1.15 -3.21
H 2.86 -0.10 -2.33
H 2.67 -0.32 -4.07
H -0.17 -2.79 -4.43
H -2.50 -2.11 -4.21
H 0.96 -0.29 -1.14
H -5.54 1.13 -0.81
H -6.83 2.54 0.73
H -5.66 3.81 2.51
H -3.25 3.68 2.75
S 1.59 3.01 2.33
C 2.01 1.84 3.61
C 2.77 2.35 4.66
C 3.17 1.58 5.73
C 2.81 0.24 5.77
C 2.05 -0.29 4.74
C 1.64 0.48 3.64
S 0.68 -0.38 2.42
H 3.04 3.40 4.62
H 3.77 2.02 6.52
H 3.11 -0.40 6.60
H 1.76 -1.33 4.75
*
```

Properties
* E: -76615.0340 eV
* orbital gap: 5.9 eV
* relative energy (zero: lowest compared OMol25 entry of this formula, charge and spin): 2.5 kcal per mole

=====

[8]
Computed, not measured: the molecule CH3F in a non-equilibrium geometry, with ωB97M-V/def2-TZVPD.

ORCA input file:
```
! RIJCOSX wB97M-V def2-TZVPD def2/J DEFGRID3
* xyz 0 1
C 0.12 0.04 0.03
F -1.26 0.10 0.03
H 0.33 -0.91 0.39
H 0.39 -0.07 -1.07
H 0.42 0.83 0.63
*
```

Properties
* E: -3802.3757 eV
* orbital gap: 13.2 eV
* SMILES string: CF
* relative energy (zero: lowest compared OMol25 entry of this formula, charge and spin): 6.7 kcal per mole

=====

E of number 3 (C2H4ClNO)?
-18197.5492 eV